Below is a molecular structure, C28H32IOPPbS, with properties calculated with ωB97M-V with the def2-TZVPD basis set.

Summary:
Maximum force   1.014 eV/Å

ORCA input file:
```
! RIJCOSX wB97M-V def2-TZVPD def2/J DEFGRID3
* xyz 2 1
Pb 1.471 1.461 0.117
I -0.749 3.204 1.114
C -2.525 2.580 0.059
C -3.209 3.629 -0.485
C -4.498 3.425 -1.003
C -5.076 2.196 -0.888
C -4.377 1.105 -0.320
C -5.046 -0.126 -0.152
C -4.421 -1.197 0.417
C -3.061 -1.097 0.730
C -2.348 0.073 0.554
P -0.548 -0.232 0.765
C -0.286 -1.779 -0.158
C -0.464 -1.674 -1.540
C -0.272 -2.779 -2.350
C 0.108 -3.992 -1.786
C 0.271 -4.099 -0.414
C 0.077 -2.997 0.408
C -0.308 -0.519 2.535
C -1.253 -0.105 3.472
C -0.995 -0.279 4.823
C 0.195 -0.857 5.241
C 1.146 -1.252 4.310
C 0.906 -1.069 2.959
C -3.017 1.252 0.110
H -2.788 4.626 -0.495
H -5.036 4.256 -1.437
H -6.094 2.036 -1.219
H -6.077 -0.198 -0.473
H -4.943 -2.129 0.582
H -2.548 -1.978 1.094
H -0.772 -0.726 -1.967
H -0.426 -2.694 -3.418
H 0.266 -4.852 -2.423
H 0.546 -5.050 0.023
H 0.181 -3.096 1.481
H -2.188 0.336 3.152
H -1.728 0.036 5.554
H 0.386 -1.000 6.297
H 2.073 -1.703 4.640
H 1.648 -1.357 2.221
C 5.008 0.085 2.312
S 4.058 -0.172 0.788
C 4.006 -1.986 0.736
H 4.613 -0.550 3.101
H 4.922 1.131 2.594
H 6.050 -0.154 2.115
H 4.978 -2.359 0.421
H 3.249 -2.288 0.015
H 3.764 -2.374 1.723
C 3.487 1.263 -2.947
C 2.192 0.479 -3.051
O 1.075 1.084 -2.357
C 0.240 1.977 -3.123
C 0.672 3.427 -3.041
H 4.289 0.691 -3.414
H 3.774 1.423 -1.908
H 3.422 2.227 -3.449
H 2.297 -0.515 -2.608
H 1.911 0.356 -4.098
H -0.765 1.855 -2.712
H 0.231 1.628 -4.157
H 0.638 3.788 -2.009
H -0.007 4.043 -3.631
H 1.679 3.565 -3.432
*
```

***

Below is a single C28H32N4O4 molecule, with properties calculated with ωB97M-V with the def2-TZVPD basis set.

Summary:
SMILES   COCCNC(=O)[C@H](c1ccc(C)cc1)N(C(=O)CCC(=O)Nc1ccccn1)c1cccc(C)c1
Maximum force   0.540 eV/Å
ΔE to the lowest compared entry with this formula, charge and spin   77.1 kJ/mol

ORCA input file:
```
! RIJCOSX wB97M-V def2-TZVPD def2/J DEFGRID3
* xyz 0 1
C 0.423 -0.265 5.132
O 1.350 -1.330 5.092
C 1.723 -1.716 3.796
C 0.625 -2.496 3.032
N 0.112 -1.792 1.880
C -1.034 -1.095 1.932
O -1.787 -1.073 2.884
C -1.473 -0.414 0.603
C -0.787 -0.985 -0.617
C -0.913 -2.347 -0.875
C -0.320 -2.912 -1.985
C 0.404 -2.135 -2.883
C 1.020 -2.747 -4.103
C 0.514 -0.775 -2.632
C -0.068 -0.207 -1.513
N -1.351 1.040 0.681
C -0.266 1.583 1.275
O 0.447 0.935 2.029
C 0.126 2.997 0.870
C 1.660 3.110 0.796
C 2.257 2.166 -0.242
O 2.510 2.509 -1.374
N 2.468 0.907 0.248
C 2.849 -0.223 -0.459
C 3.622 -0.174 -1.619
C 3.970 -1.371 -2.215
C 3.544 -2.565 -1.648
C 2.774 -2.503 -0.502
N 2.434 -1.366 0.084
C -2.391 1.813 0.117
C -2.925 2.875 0.842
C -3.960 3.617 0.307
C -4.478 3.303 -0.938
C -3.970 2.233 -1.661
C -4.536 1.858 -2.997
C -2.927 1.490 -1.123
H 0.821 0.613 4.611
H 0.271 -0.033 6.184
H -0.533 -0.535 4.674
H 2.603 -2.350 3.934
H 2.007 -0.836 3.203
H -0.210 -2.686 3.710
H 1.025 -3.452 2.685
H 0.794 -1.603 1.146
H -2.548 -0.631 0.537
H -1.479 -2.964 -0.192
H -0.424 -3.973 -2.165
H 0.280 -2.807 -4.903
H 1.854 -2.147 -4.458
H 1.369 -3.756 -3.895
H 1.065 -0.144 -3.314
H 0.041 0.855 -1.355
H -0.322 3.255 -0.090
H -0.229 3.707 1.618
H 2.084 2.890 1.776
H 1.921 4.129 0.508
H 2.034 0.695 1.147
H 3.924 0.775 -2.026
H 4.573 -1.373 -3.111
H 3.804 -3.515 -2.086
H 2.406 -3.399 -0.020
H -2.545 3.095 1.827
H -4.374 4.439 0.871
H -5.289 3.888 -1.346
H -3.737 1.660 -3.709
H -5.170 2.649 -3.387
H -5.133 0.951 -2.907
H -2.527 0.659 -1.684
*
```

***

Below is a single C28H32N4O4S molecule, with properties calculated with ωB97M-V with the def2-TZVPD basis set.

Summary:
SMILES   Cc1cccc(C)c1NC(=O)CN(C)C(=O)c1cccc(S(=O)(=O)N2CCN(c3ccccc3)CC2)c1
Maximum force   1.024 eV/Å
ΔE to the lowest compared entry with this formula, charge and spin   20.0 kJ/mol

ORCA input file:
```
! RIJCOSX wB97M-V def2-TZVPD def2/J DEFGRID3
* xyz 0 1
C -0.794 5.494 -4.365
C -0.283 4.145 -4.773
C 0.484 3.984 -5.915
C 0.943 2.731 -6.284
C 0.654 1.632 -5.499
C -0.102 1.756 -4.340
C -0.365 0.565 -3.474
C -0.585 3.020 -3.999
N -1.364 3.214 -2.833
C -2.521 2.593 -2.542
O -3.079 1.767 -3.232
C -3.076 3.023 -1.171
N -2.238 2.495 -0.107
C -2.597 1.186 0.380
C -1.159 3.210 0.265
O -0.915 4.310 -0.214
C -0.241 2.605 1.280
C 0.015 3.270 2.475
C 0.928 2.760 3.382
C 1.603 1.582 3.099
C 1.358 0.939 1.902
S 2.163 -0.605 1.489
O 3.140 -0.904 2.500
O 2.582 -0.566 0.120
N 0.820 -1.616 1.575
C 0.798 -2.714 0.625
C 1.654 -3.880 1.135
N 1.232 -4.312 2.450
C 0.230 -5.265 2.599
C -0.486 -5.788 1.517
C -1.424 -6.787 1.700
C -1.686 -7.293 2.960
C -0.979 -6.791 4.040
C -0.035 -5.801 3.865
C 1.338 -3.218 3.392
C 0.486 -2.025 2.925
C 0.452 1.435 0.988
H -0.530 6.242 -5.108
H -1.878 5.475 -4.258
H -0.367 5.795 -3.407
H 0.719 4.845 -6.524
H 1.533 2.615 -7.181
H 1.028 0.658 -5.779
H 0.270 -0.267 -3.766
H -1.409 0.263 -3.563
H -0.170 0.805 -2.429
H -1.061 3.955 -2.207
H -4.088 2.633 -1.060
H -3.084 4.113 -1.098
H -1.977 0.907 1.228
H -2.481 0.441 -0.412
H -3.643 1.193 0.694
H -0.505 4.193 2.683
H 1.118 3.282 4.307
H 2.327 1.160 3.779
H 1.189 -2.327 -0.316
H -0.245 -3.020 0.496
H 1.637 -4.719 0.440
H 2.687 -3.525 1.223
H -0.324 -5.416 0.518
H -1.962 -7.166 0.843
H -2.424 -8.068 3.098
H -1.157 -7.184 5.031
H 0.523 -5.458 4.723
H 1.010 -3.526 4.383
H 2.383 -2.900 3.443
H 0.644 -1.165 3.577
H -0.575 -2.298 2.938
H 0.317 0.907 0.057
*
```

***

| no. | calculated total energy (Ha) |
| --- | --- |
| 1 | -2390.95868 |
| 2 | -1606.23028 |
| 3 | -2004.37660 |